[1]
Density functional theory data (ωB97M-V/def2-TZVPD) for a structure of composition C51H42As2CoN5O2S.

Properties
Charge = +2
Multiplicity = 5
Energy relative to the best compared isomer or geometry (same formula, charge and spin) = 0.0000 eV
Gap between HOMO and LUMO (alpha / beta) = 7.8 / 5.7 eV
Highest occupied orbital energy (alpha / beta) = -12.8 / -12.9 eV
F_max = 0.00821 hartree/bohr
Molar mass = 997.77 g mol⁻¹
Lowest unoccupied orbital energy (alpha / beta) = -4.967 / -7.158 eV

XYZ file:
```
104
Properties=species:S:1:pos:R:3:forces:R:3
Co 0.690 0.043 -0.404 0.191 0.375 -0.027
C -1.256 -2.759 2.086 -0.070 -0.045 -0.056
C -1.379 -1.275 2.413 0.017 -0.039 0.186
As 0.258 -0.253 2.088 -0.338 0.041 -0.231
C 1.458 -0.955 3.419 0.063 -0.064 -0.043
C 1.087 -0.884 4.759 0.008 0.026 0.006
C 1.933 -1.386 5.734 -0.003 -0.004 0.006
C 3.149 -1.953 5.375 0.010 -0.008 0.013
C 3.525 -2.015 4.042 -0.014 -0.003 -0.014
C 2.680 -1.516 3.060 0.003 0.067 0.057
C -0.179 1.489 2.805 0.011 -0.033 0.042
C -1.372 1.762 3.466 -0.023 -0.002 -0.064
C -1.594 3.027 4.001 0.001 0.013 -0.007
C -0.626 4.012 3.886 -0.006 0.010 -0.005
C 0.566 3.743 3.222 0.002 -0.002 -0.011
C 0.785 2.488 2.678 0.036 -0.014 0.023
As -1.070 -3.140 0.162 0.098 0.021 -0.020
C 0.740 -3.515 -0.307 0.002 -0.072 0.066
C 1.736 -3.556 0.669 -0.076 0.013 -0.078
C 3.044 -3.832 0.298 0.005 -0.012 -0.021
C 3.353 -4.073 -1.034 0.022 -0.006 0.006
C 2.357 -4.045 -2.002 -0.018 -0.018 -0.004
C 1.048 -3.763 -1.646 0.004 -0.022 0.012
C -2.167 -4.620 -0.279 0.002 -0.019 0.028
C -1.595 -5.807 -0.731 0.000 0.006 -0.028
C -2.421 -6.882 -1.023 0.000 0.006 0.005
C -3.795 -6.764 -0.874 -0.005 -0.007 -0.004
C -4.360 -5.573 -0.434 -0.008 0.004 0.005
C -3.548 -4.493 -0.137 0.006 0.006 -0.005
H -2.169 -3.288 2.365 -0.003 0.009 -0.019
H -0.433 -3.240 2.618 0.044 0.032 -0.008
H -1.637 -1.172 3.469 0.038 0.012 0.000
H -2.175 -0.802 1.834 -0.002 -0.021 -0.023
H 0.151 -0.419 5.050 0.006 -0.007 -0.003
H 1.649 -1.327 6.776 -0.002 -0.007 0.002
H 3.807 -2.343 6.140 0.006 0.005 0.002
H 4.477 -2.450 3.767 0.007 0.003 0.003
H 2.970 -1.570 2.018 0.008 0.003 0.026
H -2.138 1.006 3.579 0.005 -0.009 0.001
H -2.520 3.233 4.521 -0.004 0.000 0.005
H -0.793 4.989 4.319 -0.001 0.004 0.003
H 1.325 4.509 3.135 0.002 0.001 0.001
H 1.718 2.288 2.161 -0.005 -0.001 0.008
H 1.506 -3.392 1.713 -0.013 -0.028 -0.024
H 3.818 -3.879 1.053 0.002 -0.002 0.011
H 4.373 -4.297 -1.319 0.002 0.002 0.004
H 2.601 -4.238 -3.038 -0.007 0.003 0.005
H 0.273 -3.734 -2.401 -0.003 0.010 0.000
H -0.523 -5.898 -0.846 -0.008 -0.015 0.009
H -1.989 -7.812 -1.365 0.001 -0.001 -0.001
H -4.434 -7.606 -1.107 -0.003 0.000 0.000
H -5.433 -5.486 -0.329 -0.002 0.000 0.000
H -3.990 -3.558 0.189 -0.005 -0.003 0.008
O -1.060 -1.112 -4.242 -0.033 0.071 -0.012
S -1.048 -0.958 -2.820 0.077 -0.197 0.046
O -1.625 -2.055 -2.038 -0.014 -0.018 -0.084
N 0.421 -0.655 -2.234 -0.197 0.079 0.165
C 1.631 -0.865 -2.920 0.052 -0.115 -0.104
C 1.808 -1.270 -4.225 -0.016 -0.025 0.059
C 3.100 -1.479 -4.754 0.002 0.002 -0.017
C 4.226 -1.298 -4.007 0.012 -0.009 -0.001
C 4.093 -0.871 -2.667 -0.045 0.002 -0.003
C 5.200 -0.649 -1.821 0.011 0.006 0.004
C 5.012 -0.227 -0.533 -0.001 0.004 0.005
C 3.703 -0.020 -0.084 0.007 0.084 -0.065
N 2.647 -0.222 -0.846 0.001 -0.057 0.062
C 2.806 -0.649 -2.134 0.060 -0.026 -0.045
C -2.004 0.461 -2.378 0.066 -0.018 0.095
C -1.909 1.604 -3.160 0.028 0.044 -0.019
C -2.686 2.704 -2.837 -0.005 -0.035 -0.051
C -3.552 2.657 -1.749 -0.022 -0.008 -0.004
C -3.646 1.505 -0.981 -0.004 0.035 0.015
C -2.868 0.398 -1.294 -0.014 0.009 0.020
H 0.957 -1.447 -4.860 -0.023 0.014 0.004
H 3.180 -1.795 -5.785 0.011 -0.003 -0.002
H 5.212 -1.463 -4.420 0.001 -0.001 -0.004
H 6.198 -0.810 -2.211 0.004 -0.004 0.002
H 5.843 -0.043 0.132 0.001 0.003 0.001
H 3.516 0.339 0.921 0.008 -0.009 0.010
H -1.255 1.619 -4.023 0.002 -0.006 0.002
H -2.639 3.593 -3.453 -0.006 0.004 0.008
H -4.171 3.514 -1.516 0.001 0.004 -0.006
H -4.346 1.460 -0.155 -0.001 -0.002 0.000
H -2.966 -0.525 -0.738 0.006 -0.004 -0.010
N -4.684 9.278 -0.223 -0.012 -0.001 0.012
C -3.950 8.403 -0.333 -0.008 0.040 -0.011
C -3.034 7.305 -0.475 0.021 -0.038 -0.005
C -2.419 7.066 -1.703 -0.004 0.008 0.012
C -1.552 5.997 -1.843 -0.015 -0.018 0.006
C -1.293 5.183 -0.750 -0.040 0.020 -0.002
C -1.885 5.423 0.482 0.010 -0.004 0.012
C -2.764 6.482 0.616 0.006 0.002 -0.011
N -0.421 4.064 -0.901 0.069 -0.008 0.053
C 0.681 3.975 -1.725 0.014 -0.018 -0.013
C 1.169 2.720 -1.570 -0.026 0.053 0.010
N 0.380 2.038 -0.661 0.064 -0.041 -0.030
C -0.564 2.878 -0.288 -0.039 -0.017 0.071
H -2.632 7.710 -2.544 -0.002 -0.003 -0.002
H -1.098 5.791 -2.803 0.013 0.005 -0.004
H -1.645 4.805 1.338 0.009 -0.002 -0.004
H -3.235 6.685 1.568 -0.004 0.003 0.002
H 1.027 4.807 -2.312 0.007 0.005 0.001
H 2.024 2.265 -2.039 0.004 -0.003 -0.009
H -1.362 2.664 0.402 -0.019 -0.016 -0.007
```
Forces are in eV/Å.

***

[2]
Density functional theory data (ωB97M-V/def2-TZVPD) for a cluster of 4 separate species, C40H90BBr2ClFN12O9P4S in total at a distorted geometry.

Properties
Charge = +1
Gap between HOMO and LUMO = 7.8 eV
Highest occupied orbital energy = -9.9 eV
F_max = 0.13612 hartree/bohr
Molar mass = 1264.27 g mol⁻¹
Lowest unoccupied orbital energy = -2.148 eV

XYZ file:
```
161
Properties=species:S:1:pos:R:3:forces:R:3
C 4.822 -1.007 4.688 0.467 0.812 0.464
N 3.693 -0.162 4.244 -0.979 -0.106 -0.023
C 2.752 0.033 5.378 0.250 0.298 0.250
B 2.951 -0.752 3.140 0.831 -0.788 0.858
O 2.377 -2.022 3.319 -0.631 1.075 -0.759
C 2.690 0.052 1.736 0.848 0.242 -0.259
P 4.032 1.365 1.615 1.797 0.783 1.204
N 5.475 0.966 2.070 -0.264 -0.086 -0.614
O 1.466 0.740 2.119 0.154 -1.178 -1.256
C 0.620 1.032 1.039 -1.177 0.768 0.885
Br 0.396 3.030 1.178 0.213 -0.323 -0.137
C -0.772 0.468 1.337 -0.445 0.360 0.107
C -1.987 1.055 0.588 -1.129 -1.212 0.559
C -3.186 0.095 0.919 -0.148 0.724 -0.616
C -3.436 -0.877 -0.262 -0.754 0.528 1.196
S -3.223 -2.635 0.102 0.338 -0.855 -3.416
O -4.187 -3.341 -0.684 -0.997 0.086 0.940
O -1.887 -2.993 -0.314 0.688 0.635 1.576
Cl -3.521 -3.026 2.078 0.129 0.320 -0.304
C 1.252 0.871 -0.360 0.616 1.715 0.620
F 0.370 1.297 -1.302 -0.043 -0.913 -0.091
N 1.875 -0.448 -0.713 0.258 0.510 0.058
C 0.811 -1.421 -1.156 -0.873 -1.212 0.291
C 0.153 -1.430 -2.551 -0.278 0.082 -0.633
C 0.506 -0.462 -3.698 0.139 -0.322 -1.029
O -0.710 -0.147 -4.395 0.118 0.259 0.516
C 2.985 -0.116 -1.679 0.415 0.511 -0.904
C 3.487 -1.074 -2.740 0.620 0.112 -1.045
C 3.138 -2.366 -3.068 -1.031 -0.562 1.327
C 3.685 -3.096 -4.116 -0.004 -0.075 -0.022
C 4.623 -2.507 -4.937 -0.254 -0.032 0.329
C 4.987 -1.191 -4.642 0.517 -0.326 -1.096
C 4.445 -0.496 -3.593 -0.097 0.609 0.317
C 2.479 -0.980 0.610 -1.258 -0.809 0.950
C 3.549 -2.072 0.456 0.420 -0.318 -1.072
C 5.044 -1.752 0.625 0.934 -0.448 2.089
O 5.561 -2.000 1.680 -0.702 0.150 -1.131
Br 6.257 -1.090 -0.750 -0.701 -0.128 0.031
H 4.587 -2.079 4.762 0.044 0.197 -0.291
H 5.685 -0.782 4.053 -0.198 -0.473 -0.017
H 5.085 -0.673 5.705 -0.026 -0.086 -0.285
H 2.683 -0.850 6.035 -0.102 0.086 -0.266
H 3.139 0.862 5.985 -0.186 -0.195 -0.056
H 1.743 0.321 5.046 0.236 -0.056 -0.017
H 1.546 -1.904 3.802 0.144 -0.505 0.160
H 3.564 2.426 2.432 -0.710 -0.283 -0.588
H 4.087 1.885 0.295 -0.692 -0.182 0.029
H 5.743 1.529 2.871 0.078 -0.332 0.064
H -0.826 -0.636 1.305 0.439 0.280 -0.288
H -0.957 0.697 2.399 0.274 -0.033 -0.244
H -2.298 2.037 0.956 0.617 -0.038 -0.194
H -1.912 1.054 -0.502 0.375 0.381 0.249
H -4.114 0.682 1.059 0.446 -0.273 -0.055
H -3.019 -0.424 1.872 -0.023 0.050 -0.315
H -2.800 -0.689 -1.137 0.145 -0.391 0.361
H -4.464 -0.743 -0.622 0.152 -0.469 0.247
H 2.053 1.627 -0.384 0.097 -0.536 0.047
H -0.002 -1.346 -0.420 0.365 0.300 -0.155
H 1.201 -2.426 -0.946 0.196 0.394 -0.138
H -0.937 -1.349 -2.428 0.367 0.245 0.236
H 0.262 -2.440 -2.970 0.151 0.222 0.293
H 1.044 0.458 -3.449 -0.249 -0.223 0.318
H 1.129 -0.998 -4.431 0.083 0.171 0.375
H -0.661 0.773 -4.671 -0.097 -0.098 -0.094
H 2.682 0.783 -2.236 -0.187 -0.296 0.260
H 3.844 0.228 -1.087 -0.289 -0.331 0.049
H 2.381 -2.862 -2.462 0.301 -0.114 -0.218
H 3.354 -4.123 -4.260 0.079 0.243 -0.028
H 5.031 -3.062 -5.776 0.082 0.263 0.128
H 5.704 -0.717 -5.311 -0.110 0.092 0.319
H 4.780 0.536 -3.455 -0.143 -0.233 0.129
H 1.621 -1.551 1.010 0.243 0.179 -0.120
H 3.347 -2.827 1.228 0.148 0.406 0.018
H 3.434 -2.652 -0.475 -0.099 0.438 0.093
O -6.490 1.452 1.291 0.719 3.501 1.155
P -7.937 1.884 1.457 -2.595 -6.228 -1.864
N -8.344 0.802 2.724 0.513 -0.396 0.316
C -9.628 0.173 2.942 -0.579 0.406 -0.208
C -7.746 1.159 4.008 0.390 0.250 -0.144
N -8.456 1.295 -0.099 -0.575 -0.390 -0.390
C -8.625 -0.138 -0.304 -0.019 -0.180 0.334
C -7.658 1.848 -1.189 0.030 0.325 0.164
N -9.465 2.803 1.630 1.810 2.745 0.625
C -10.611 2.630 0.750 0.004 -0.362 -0.626
C -9.198 4.249 1.782 0.049 -0.045 0.396
H -10.373 0.857 3.369 -0.030 0.003 -0.001
H -9.513 -0.667 3.631 0.199 0.094 0.057
H -10.041 -0.256 2.031 0.038 0.168 -0.060
H -8.296 1.979 4.492 -0.051 -0.093 0.132
H -6.712 1.481 3.876 -0.022 -0.015 -0.088
H -7.731 0.302 4.683 -0.124 -0.033 -0.072
H -7.792 -0.726 0.101 0.005 -0.066 -0.019
H -8.715 -0.367 -1.367 0.102 0.205 -0.033
H -9.554 -0.493 0.144 0.070 -0.022 0.089
H -6.690 1.343 -1.292 0.042 0.068 0.011
H -7.462 2.912 -1.026 0.027 -0.032 0.003
H -8.197 1.763 -2.136 -0.082 -0.071 0.073
H -10.429 2.984 -0.268 -0.048 -0.029 -0.018
H -11.452 3.197 1.160 0.234 0.124 0.248
H -10.936 1.594 0.707 0.189 -0.034 -0.049
H -8.848 4.695 0.845 -0.112 0.137 0.016
H -8.427 4.410 2.543 0.012 -0.024 -0.044
H -10.091 4.780 2.113 -0.033 -0.075 -0.043
O 3.579 -5.679 -0.423 -0.613 -2.002 -3.058
P 3.817 -7.072 0.149 1.164 2.471 6.399
N 2.484 -7.089 1.232 -0.501 0.571 -0.002
C 2.433 -7.733 2.526 0.406 -0.617 0.048
C 1.193 -7.226 0.562 0.106 0.173 -0.436
N 5.307 -6.658 0.952 0.361 -0.124 0.701
C 5.266 -5.866 2.173 -0.322 -0.023 0.132
C 6.279 -6.083 0.030 -0.032 -0.097 -0.326
N 4.154 -8.813 0.395 -0.491 -0.468 -3.278
C 5.210 -9.313 1.261 0.542 0.405 0.288
C 4.225 -9.526 -0.898 -0.397 -0.057 -0.013
H 2.314 -8.823 2.457 0.007 -0.022 0.020
H 1.589 -7.341 3.098 -0.085 0.071 -0.200
H 3.313 -7.522 3.130 0.084 -0.058 -0.155
H 1.004 -8.267 0.264 -0.134 -0.017 0.101
H 1.158 -6.609 -0.337 0.081 0.015 0.024
H 0.380 -6.894 1.210 0.083 -0.052 0.102
H 4.585 -5.007 2.100 0.013 0.065 0.059
H 6.259 -5.487 2.421 0.040 -0.015 -0.230
H 4.971 -6.474 3.029 -0.111 0.040 -0.030
H 6.066 -5.029 -0.188 0.004 -0.010 -0.089
H 6.285 -6.620 -0.924 -0.040 0.016 0.020
H 7.289 -6.151 0.441 -0.078 -0.063 0.133
H 6.214 -9.098 0.885 0.021 -0.014 0.054
H 5.106 -10.399 1.346 -0.266 0.030 -0.250
H 5.125 -8.921 2.272 0.001 0.175 -0.091
H 5.132 -9.264 -1.454 0.033 -0.169 -0.034
H 3.361 -9.265 -1.519 0.034 0.037 0.012
H 4.201 -10.606 -0.753 0.034 0.034 0.081
O 2.609 6.573 -1.914 1.464 1.518 -3.139
P 1.414 7.374 -2.395 -3.845 -1.805 5.364
N 1.319 8.455 -1.067 0.447 -0.014 0.513
C 0.115 9.023 -0.502 -0.523 0.120 -0.493
C 2.389 9.449 -1.050 0.377 -0.226 -0.258
N 0.279 6.052 -2.245 -0.852 -0.270 0.182
C -0.180 5.652 -0.925 0.014 0.382 0.208
C 0.710 4.873 -2.985 0.159 0.185 -0.233
N 0.224 8.304 -3.355 2.300 0.367 -2.345
C -1.173 7.923 -3.491 -0.268 -0.608 0.202
C 0.761 8.623 -4.695 0.185 0.315 0.144
H -0.303 9.834 -1.114 -0.032 0.011 -0.002
H 0.331 9.431 0.488 0.218 -0.002 -0.063
H -0.663 8.278 -0.344 0.034 -0.032 -0.175
H 2.193 10.261 -1.765 -0.024 0.114 0.118
H 3.343 8.992 -1.315 -0.055 -0.078 0.001
H 2.506 9.879 -0.054 -0.142 -0.030 0.007
H 0.640 5.581 -0.200 -0.002 -0.008 0.054
H -0.680 4.683 -0.966 0.109 -0.028 -0.236
H -0.932 6.342 -0.539 0.105 0.070 0.041
H 1.482 4.306 -2.448 0.070 0.018 -0.059
H 1.121 5.154 -3.959 0.029 -0.018 0.039
H -0.141 4.211 -3.174 -0.078 0.089 0.082
H -1.315 7.006 -4.069 -0.057 -0.004 0.018
H -1.706 8.731 -4.002 0.315 0.151 -0.042
H -1.657 7.805 -2.524 0.146 -0.123 0.035
H 0.818 7.732 -5.330 -0.072 0.087 -0.136
H 1.769 9.040 -4.605 -0.010 -0.052 0.011
H 0.147 9.373 -5.195 -0.057 -0.040 0.060
```
Forces are in eV/Å.

***

[3]
Density functional theory data (ωB97M-V/def2-TZVPD) for a cluster of 2 separate species, C3H9NO in total at a distorted geometry.

Properties
Charge = +1
Multiplicity = 2
Energy relative to the best compared isomer or geometry (same formula, charge and spin) = 3.4629 eV
Gap between HOMO and LUMO (alpha / beta) = 7.6 / 3.6 eV
Highest occupied orbital energy (alpha / beta) = -13.9 / -13.7 eV
F_max = 0.03521 hartree/bohr
Molar mass = 75.11 g mol⁻¹
Lowest unoccupied orbital energy (alpha / beta) = -6.282 / -10.124 eV

XYZ file:
```
14
Properties=species:S:1:pos:R:3:forces:R:3
C -1.498 -2.109 -0.280 -0.308 -0.188 -0.949
N -1.944 -1.672 0.775 -0.147 -0.946 -0.117
H -0.725 -1.755 -0.964 0.287 0.366 0.414
H -2.088 -2.970 -0.669 0.130 -0.098 0.028
H -2.634 -2.157 1.366 0.051 0.778 0.603
H -0.080 0.744 1.891 -0.024 0.116 0.210
C 0.863 0.692 0.197 0.032 -0.478 -1.746
O 0.719 1.123 1.521 -0.148 -0.062 -0.128
C 1.335 1.784 -0.750 0.468 0.399 0.719
H 1.606 -0.113 0.092 0.080 -0.024 0.473
H -0.039 0.254 -0.269 -0.383 0.246 0.604
H 2.298 2.095 -0.349 0.167 0.267 -0.267
H 1.482 1.412 -1.759 0.024 -0.205 -0.027
H 0.706 2.672 -0.801 -0.230 -0.170 0.184
```
Forces are in eV/Å.